1.
Formula: C11H26IN4Pd
Source: the Open Molecules 2025 dataset
Level of theory: wB97M-V/def2-TZVPD

Computed properties:
- Energy above the lowest of the compared OMol25 structures with the same formula, charge and spin: 1.093 eV
- HOMO (spin up / spin down): -19.83 / -19.83 eV
- LUMO (spin up / spin down): -13.366 / -13.367 eV
- Total charge: +3

Last column: Mulliken charge in e.
Cartesian coordinates (Å):
Pd -0.03 -0.31 0.00  -0.032
C 1.80 1.49 -1.86  -0.162
C 2.66 1.12 -0.67  -0.821
N 2.03 0.08 0.22  -0.080
C 2.36 0.28 1.67  -0.748
C 1.54 -0.63 2.54  -0.749
N 0.12 -0.30 2.30  0.183
C -0.85 -1.18 2.98  -0.607
C -2.24 -0.58 2.84  -0.819
C -2.84 -0.74 1.45  -0.703
N -2.13 -0.05 0.31  -0.017
C -2.48 1.40 0.24  -0.778
C -1.68 2.05 -0.84  -0.708
N -0.25 1.86 -0.51  0.142
C 0.69 2.46 -1.50  -0.940
H 1.34 0.58 -2.28  -0.038
H 2.41 1.91 -2.66  0.495
H 2.86 1.99 -0.05  0.384
H 3.62 0.73 -1.01  0.439
H 2.40 -0.82 -0.06  0.458
H 2.18 1.33 1.90  0.415
H 3.43 0.10 1.81  0.448
H 1.82 -0.55 3.59  0.426
H 1.70 -1.68 2.25  0.377
H -0.06 0.65 2.62  0.200
H -0.58 -1.32 4.03  0.433
H -0.81 -2.17 2.52  0.290
H -2.25 0.46 3.16  0.333
H -2.91 -1.10 3.52  0.422
H -3.85 -0.34 1.44  0.345
H -2.92 -1.80 1.20  0.377
H -2.47 -0.47 -0.55  0.411
H -2.31 1.85 1.23  0.399
H -3.55 1.51 0.03  0.455
H -1.92 3.10 -0.95  0.441
H -1.86 1.57 -1.81  0.461
H -0.08 2.25 0.41  0.267
H 1.09 3.38 -1.08  0.381
H 0.13 2.73 -2.40  0.419
I -0.85 -2.93 -0.55  0.573
C 0.67 -1.87 -1.26  -0.687
H 0.58 -1.53 -2.29  0.509
H 1.64 -2.23 -0.94  0.406



2.
Formula: C11H26N4OS4TeTl
Source: the Open Molecules 2025 dataset
Level of theory: wB97M-V/def2-TZVPD

Computed properties:
- Energy above the lowest of the compared OMol25 structures with the same formula, charge and spin: 0.102 eV
- HOMO: -10.23 eV
- LUMO: -2.433 eV
- Total charge: +1

Last column: Mulliken charge in e.
Cartesian coordinates (Å):
Tl 1.01 1.12 0.12  0.663
C -3.84 0.89 0.93  -0.809
C -3.11 2.07 1.55  -0.733
S -1.70 2.78 0.69  -0.060
C -2.32 3.35 -0.90  -0.911
C -2.66 2.30 -1.97  -0.625
S -1.33 1.10 -2.24  -0.139
C -2.20 -0.48 -2.34  -0.427
C -3.28 -0.77 -1.30  -1.055
S -2.79 -0.50 0.43  0.062
H -4.42 1.20 0.07  0.382
H -4.56 0.52 1.67  0.470
H -2.68 1.78 2.52  0.360
H -3.83 2.87 1.75  0.514
H -1.53 4.00 -1.27  0.407
H -3.19 3.98 -0.73  0.464
H -2.86 2.82 -2.91  0.482
H -3.56 1.76 -1.71  0.100
H -1.40 -1.21 -2.25  0.289
H -2.63 -0.60 -3.34  0.436
H -3.58 -1.81 -1.40  0.500
H -4.18 -0.18 -1.49  0.451
C 4.22 -2.36 4.08  -1.245
C 2.86 -1.78 4.20  0.894
N 2.07 -1.87 5.22  -0.754
N 0.95 -1.19 4.84  0.279
C 1.01 -0.66 3.62  -0.033
S -0.18 0.19 2.80  -0.312
N 2.25 -1.04 3.20  0.398
N 2.77 -0.69 1.95  -0.754
H 4.42 -2.92 4.99  0.347
H 4.97 -1.57 3.98  0.325
H 4.30 -3.02 3.22  0.316
H 0.16 -1.12 5.47  0.164
H 2.71 -1.48 1.32  0.241
H 3.73 -0.38 2.06  0.244
C 1.64 0.94 -4.63  -0.967
Te 1.73 -0.58 -3.15  0.263
C 3.68 -1.23 -3.69  -1.031
H 2.44 1.65 -4.48  0.348
H 0.67 1.43 -4.52  0.230
H 1.71 0.48 -5.62  0.349
H 3.67 -1.59 -4.72  0.311
H 3.96 -2.04 -3.03  0.293
H 4.39 -0.41 -3.58  0.329
O 0.42 -1.64 0.13  -0.530
H 0.36 -2.48 -0.34  0.270
H -0.28 -1.65 0.80  0.200



3.
Formula: C11H27B3N2O5P
Source: the Open Molecules 2025 dataset
Level of theory: wB97M-V/def2-TZVPD

Computed properties:
- HOMO: -10.73 eV
- LUMO: -2.693 eV
- Total charge: +1

Last column: Mulliken charge in e.
Cartesian coordinates (Å):
N -0.11 0.50 5.16  -0.704
P -1.47 1.16 5.77  0.118
B -2.94 0.82 4.59  0.564
O -4.29 0.48 5.05  -0.376
B -4.44 -0.90 4.56  0.437
O -4.26 -1.13 3.13  -0.351
B -2.97 -0.58 2.80  0.256
C -1.71 -1.38 2.16  -0.491
C -2.10 -2.44 1.03  0.573
O -3.27 -2.43 0.61  -0.526
O -1.08 -3.31 0.54  -0.514
O -2.78 0.83 3.14  -0.288
H 0.23 -0.24 5.79  0.209
H -1.74 0.46 7.00  0.099
H -1.22 2.57 5.98  0.092
H -4.67 -1.80 5.31  -0.056
H -0.91 -0.63 1.84  0.162
H -1.24 -1.98 3.04  0.411
H -0.44 -3.38 1.29  0.374
C -0.67 -1.82 -3.05  -1.570
C -0.83 -1.00 -1.77  0.072
C -0.26 0.41 -1.76  -0.723
N 1.27 0.55 -1.93  0.277
C 1.63 1.94 -1.36  -0.606
C 3.08 2.33 -1.64  -0.678
C 3.41 2.26 -3.12  -0.698
C 3.07 0.89 -3.68  -0.699
C 1.63 0.50 -3.41  -0.509
C 1.99 -0.52 -1.14  -1.047
H 0.35 -2.19 -3.17  0.296
H -1.32 -2.70 -3.01  0.475
H -0.95 -1.23 -3.93  0.320
H -0.46 -1.58 -0.92  0.009
H -1.91 -0.90 -1.59  0.543
H -0.49 0.85 -0.79  0.417
H -0.73 1.03 -2.52  0.328
H 0.95 2.65 -1.83  0.419
H 1.43 1.91 -0.29  0.478
H 3.25 3.35 -1.28  0.383
H 3.76 1.69 -1.07  0.311
H 4.46 2.48 -3.28  0.382
H 2.84 3.03 -3.66  0.290
H 3.75 0.14 -3.27  0.296
H 3.25 0.89 -4.76  0.407
H 1.45 -0.50 -3.78  0.301
H 0.95 1.19 -3.93  0.410
H 1.78 -1.49 -1.58  0.364
H 1.63 -0.48 -0.11  0.271
H 3.06 -0.34 -1.17  0.492



4.
Formula: C11H27BrIN11O8
Source: the Open Molecules 2025 dataset
Level of theory: wB97M-V/def2-TZVPD

Computed properties:
- SMILES: N[C@@]1(I)COC(=O)[C@@H]1CC(=O)Br.NC(N)=O.NC(N)=O.NC(N)=O.NC(N)=O.NC(N)=O
- HOMO: -8.55 eV
- LUMO: 0.369 eV
- Total charge: 0

Last column: Mulliken charge in e.
Cartesian coordinates (Å):
N -3.44 -2.88 -1.81  -0.424
C -3.13 -3.83 -0.80  -0.185
I -5.01 -4.45 0.21  0.011
C -2.51 -5.14 -1.27  -0.506
O -2.04 -5.73 -0.06  -0.377
C -2.02 -4.80 0.93  0.400
O -2.00 -5.04 2.10  -0.567
C -2.07 -3.47 0.19  -0.100
C -2.19 -2.19 1.00  0.890
C -0.80 -1.68 1.26  0.206
O -0.20 -1.81 2.28  -0.508
Br 0.07 -0.76 -0.24  -0.220
H -3.78 -2.03 -1.37  0.463
H -4.25 -3.22 -2.31  0.347
H -1.63 -4.85 -1.83  0.376
H -3.16 -5.81 -1.81  0.377
H -1.12 -3.46 -0.33  0.307
H -2.61 -2.39 1.96  0.232
H -2.71 -1.41 0.47  -0.685
N 3.56 3.09 -0.51  -0.285
C 2.27 2.65 -0.46  0.540
N 1.80 2.42 0.81  -0.274
O 1.58 2.48 -1.45  -0.668
H 4.12 3.24 0.32  0.195
H 3.95 3.28 -1.42  0.214
H 0.86 2.08 0.89  0.186
H 2.35 2.54 1.63  0.139
N 6.01 1.49 -2.06  -0.268
C 5.75 2.01 -3.30  0.663
N 6.59 1.60 -4.30  -0.418
O 4.83 2.79 -3.50  -0.642
H 6.76 0.86 -1.87  0.172
H 5.40 1.77 -1.32  0.160
H 6.42 1.97 -5.22  0.223
H 7.35 0.96 -4.17  0.152
N -6.58 -0.06 1.79  -0.428
C -5.54 -0.91 2.02  0.553
N -5.72 -1.88 2.95  -0.368
O -4.48 -0.85 1.42  -0.633
H -7.46 -0.12 2.28  0.157
H -6.46 0.64 1.09  0.215
H -4.96 -2.52 3.07  0.199
H -6.56 -2.04 3.47  0.160
N -2.62 0.98 -2.96  -0.391
C -3.33 0.27 -2.03  0.722
N -3.30 0.76 -0.76  -0.249
O -3.94 -0.75 -2.32  -0.715
H -2.11 1.82 -2.75  0.159
H -2.62 0.64 -3.90  0.232
H -3.81 0.24 -0.07  0.159
H -2.80 1.58 -0.49  0.169
N 5.02 4.74 3.18  -0.347
C 5.71 3.66 2.72  0.669
N 6.97 3.50 3.24  -0.449
O 5.24 2.88 1.91  -0.692
H 5.39 5.40 3.85  0.175
H 4.10 4.89 2.82  0.212
H 7.50 2.71 2.92  0.215
H 7.37 4.13 3.90  0.152



5.
Formula: C11H27CeCl2O2P2
Source: the Open Molecules 2025 dataset
Level of theory: wB97M-V/def2-TZVPD

Computed properties:
- Energy above the lowest of the compared OMol25 structures with the same formula, charge and spin: 3.667 eV
- HOMO (spin up / spin down): -19.69 / -19.69 eV
- LUMO (spin up / spin down): -15.195 / -15.201 eV
- Total charge: +3

Last column: Mulliken charge in e.
Cartesian coordinates (Å):
C -1.20 3.56 1.64  -0.963
C -0.67 2.21 1.42  0.783
H -1.58 3.85 2.63  0.392
H -2.03 3.66 0.93  0.326
H -0.42 4.28 1.35  0.349
O -0.65 1.15 2.01  -0.215
Cl -0.95 2.29 -2.79  -0.203
Ce -0.10 1.09 -0.68  0.575
P -2.84 0.05 -1.12  0.757
C -3.70 -1.33 -0.30  -1.201
C -4.20 1.25 -1.29  -1.169
H -4.99 0.83 -1.93  0.486
H -3.67 -0.58 -3.32  0.439
H -3.81 2.17 -1.74  0.352
H -1.96 -0.03 -3.39  0.359
H -3.87 -1.08 0.75  0.406
H -4.60 1.49 -0.30  0.408
C -2.70 -0.63 -2.82  -1.079
H -4.67 -1.54 -0.79  0.419
H -2.35 -1.67 -2.78  0.367
H -3.06 -2.23 -0.34  0.369
P 2.67 1.34 0.72  0.980
C 3.06 0.18 2.09  -1.023
C 4.01 0.82 -0.43  -1.244
H 3.10 3.70 0.69  0.399
H 4.48 2.80 1.41  0.437
H 2.99 3.11 2.36  0.394
C 3.38 2.89 1.37  -1.205
H 3.76 1.19 -1.43  0.409
H 5.00 1.20 -0.11  0.431
H 4.12 0.28 2.37  0.430
H 2.87 -0.86 1.76  0.056
H 4.04 -0.28 -0.49  0.378
H 2.43 0.39 2.96  0.402
Cl 1.52 -0.06 -2.39  -0.256
C 0.15 -2.86 -1.03  -0.798
C 0.27 -2.20 0.28  0.862
C 0.82 -2.95 1.44  -1.194
O -0.07 -0.99 0.41  -0.243
H 0.54 -3.88 -0.99  0.477
H 0.72 -2.27 -1.77  0.197
H -0.90 -2.87 -1.37  0.083
H 1.85 -2.63 1.65  0.236
H 0.22 -2.81 2.35  0.387
H 0.85 -4.02 1.21  0.448



6.
Formula: C11H27ClIMnN2OP2S
Source: the Open Molecules 2025 dataset
Level of theory: wB97M-V/def2-TZVPD

Computed properties:
- Energy above the lowest of the compared OMol25 structures with the same formula, charge and spin: 0.000 eV
- HOMO (spin up / spin down): -14.66 / -14.67 eV
- LUMO (spin up / spin down): -9.513 / -6.946 eV
- Total charge: +2
- Multiplicity: 5

Last column: Mulliken charge in e.
Cartesian coordinates (Å):
C 0.01 0.69 -7.12  -0.890
C 0.01 1.39 -5.78  0.527
H 0.01 1.44 -7.92  0.317
H -0.89 0.08 -7.22  0.318
H 0.90 0.07 -7.22  0.317
O 0.02 2.57 -5.55  -0.390
I 0.00 0.11 -3.94  0.014
Mn 0.00 -0.71 -0.62  -0.159
P 2.36 -0.30 -0.35  0.989
C 2.86 1.00 0.80  -0.915
C 3.32 -1.78 0.14  -1.106
H 4.40 -1.58 0.02  0.438
H 4.14 0.07 -1.97  0.416
H 3.02 -2.63 -0.49  0.361
H 2.58 -0.47 -2.72  0.250
H 2.36 0.86 1.77  0.114
H 3.09 -2.01 1.18  0.316
C 3.05 0.17 -1.96  -1.169
H 3.95 0.97 0.93  0.386
H 2.74 1.20 -2.16  0.383
H 2.56 1.97 0.38  0.390
P -2.36 -0.26 -0.35  0.988
C -2.84 1.05 0.79  -0.925
C -3.04 0.21 -1.95  -1.171
H -3.06 -2.57 -0.46  0.360
H -4.41 -1.51 0.05  0.439
H -3.10 -1.95 1.20  0.319
C -3.34 -1.72 0.16  -1.107
H -2.59 -0.45 -2.71  0.251
H -4.14 0.12 -1.96  0.417
H -3.94 1.05 0.92  0.385
H -2.53 2.02 0.37  0.391
H -2.73 1.23 -2.16  0.382
H -2.35 0.91 1.76  0.116
Cl -0.02 -2.76 -1.67  -0.396
S 0.00 -1.62 1.64  -0.208
C 0.03 -0.61 3.05  0.211
N 1.14 -0.18 3.71  -0.074
C 0.83 0.58 4.91  -0.532
C -0.69 0.63 4.92  -0.532
N -1.04 -0.13 3.72  -0.077
H 2.06 -0.52 3.48  0.305
H 1.28 1.58 4.86  0.305
H 1.23 0.08 5.80  0.313
H -1.08 1.65 4.86  0.303
H -1.11 0.15 5.82  0.317
H -2.00 -0.41 3.49  0.314



7.
Formula: C11H27F3N9O6S
Source: the Open Molecules 2025 dataset
Level of theory: wB97M-V/def2-TZVPD

Computed properties:
- HOMO: -11.01 eV
- LUMO: -3.793 eV
- Total charge: +1

Last column: Mulliken charge in e.
Cartesian coordinates (Å):
C -0.86 -1.25 -0.11  -1.119
C 0.36 -1.97 -0.69  -0.277
C 0.60 -3.35 -0.04  -0.509
C 2.07 -3.66 0.24  -0.750
O 2.32 -3.89 1.66  -0.318
N 2.53 -2.71 2.29  0.279
C 2.73 -2.68 3.55  0.229
N 2.84 -3.80 4.39  -0.409
C 4.01 -3.38 5.27  -0.469
C 4.27 -1.87 4.95  -0.589
N 2.97 -1.53 4.30  -0.081
S 2.75 -0.01 3.65  0.996
O 3.10 0.00 2.26  -0.651
O 3.35 0.94 4.52  -0.584
C 0.91 0.17 3.84  0.824
F 0.54 1.22 3.20  -0.181
F 0.30 -0.92 3.40  -0.217
F 0.68 0.30 5.12  -0.204
H -0.82 -0.19 -0.34  0.195
H -0.88 -1.34 0.98  0.218
H -1.79 -1.61 -0.53  0.401
H 0.18 -2.11 -1.75  0.304
H 1.23 -1.32 -0.60  0.313
H 0.05 -3.43 0.90  0.401
H 0.22 -4.12 -0.72  0.497
H 2.38 -4.58 -0.24  0.311
H 2.71 -2.86 -0.13  0.461
H 2.52 -1.83 1.75  0.230
H 2.03 -3.65 5.00  0.345
H 3.73 -3.52 6.30  0.325
H 4.85 -4.00 4.99  0.306
H 5.05 -1.85 4.19  0.321
H 4.51 -1.21 5.78  0.422
C -4.31 0.38 -1.75  0.586
O -3.30 -0.29 -1.53  -0.639
N -4.39 1.70 -1.45  -0.248
N -5.42 -0.17 -2.33  -0.417
H -5.19 2.28 -1.63  0.177
H -3.58 2.13 -1.04  0.153
H -5.38 -1.14 -2.57  0.209
H -6.25 0.35 -2.53  0.167
C -3.80 5.22 -2.97  0.598
O -4.48 4.35 -2.43  -0.631
N -4.27 6.49 -3.15  -0.406
N -2.54 4.98 -3.41  -0.232
H -3.73 7.22 -3.58  0.162
H -5.20 6.69 -2.83  0.222
H -2.18 4.05 -3.32  0.132
H -1.96 5.67 -3.85  0.149
C 0.33 2.47 -4.59  0.645
O -0.25 3.55 -4.51  -0.623
N 1.00 2.09 -5.71  -0.399
N 0.33 1.57 -3.56  -0.271
H 1.48 1.21 -5.80  0.156
H 1.01 2.73 -6.48  0.222
H -0.17 1.81 -2.73  0.139
H 0.79 0.68 -3.61  0.134



8.
Formula: C11H27FN8O19
Source: the Open Molecules 2025 dataset
Level of theory: wB97M-V/def2-TZVPD

Computed properties:
- SMILES: O=C1OC[C@@H](F)O1.C[N+](=O)[O-].C[N+](=O)[O-].C[N+](=O)[O-].C[N+](=O)[O-].C[N+](=O)[O-].C[N+](=O)[O-].C[N+](=O)[O-].C[N+](=O)[O-]
- Energy above the lowest of the compared OMol25 structures with the same formula, charge and spin: 2.787 eV
- HOMO: -10.95 eV
- LUMO: -0.037 eV
- Total charge: 0

Last column: Mulliken charge in e.
Cartesian coordinates (Å):
O -0.51 -16.12 -30.33  -0.565
C -0.86 -15.19 -29.62  0.679
O -1.75 -15.32 -28.66  -0.302
C -1.67 -14.18 -27.81  -0.402
C -1.17 -13.13 -28.77  0.251
F -0.37 -12.28 -28.21  -0.243
O -0.37 -13.93 -29.65  -0.302
H -2.56 -13.81 -27.31  0.306
H -0.93 -14.39 -27.04  0.288
H -1.87 -12.64 -29.46  0.290
C 10.16 -19.42 -32.14  -0.614
N 9.98 -20.65 -31.29  0.797
O 9.60 -20.42 -30.13  -0.507
O 10.33 -21.72 -31.69  -0.495
H 11.22 -19.17 -32.00  0.264
H 9.56 -18.64 -31.67  0.290
H 9.89 -19.65 -33.17  0.266
C 8.81 -12.74 -21.48  -0.669
N 7.52 -12.33 -20.86  0.790
O 7.47 -11.14 -20.48  -0.488
O 6.66 -13.21 -20.69  -0.491
H 9.52 -13.02 -20.70  0.273
H 9.20 -11.88 -22.02  0.299
H 8.73 -13.51 -22.25  0.285
C 2.32 -17.58 -35.78  -0.639
N 3.68 -17.49 -35.09  0.808
O 4.61 -17.04 -35.79  -0.507
O 3.82 -17.87 -33.95  -0.498
H 1.94 -16.56 -35.67  0.272
H 1.79 -18.34 -35.20  0.288
H 2.45 -17.87 -36.82  0.275
C 4.03 -23.09 -30.00  -0.659
N 4.43 -24.46 -30.56  0.801
O 5.63 -24.67 -30.55  -0.490
O 3.61 -25.26 -31.03  -0.505
H 4.35 -22.29 -30.67  0.258
H 4.31 -22.91 -28.96  0.287
H 2.97 -23.24 -29.82  0.308
C 9.24 -20.86 -23.75  -0.676
N 9.68 -19.55 -23.07  0.825
O 8.78 -18.83 -22.62  -0.503
O 10.83 -19.20 -23.10  -0.501
H 8.39 -20.74 -24.42  0.263
H 9.13 -21.65 -23.01  0.276
H 10.05 -21.15 -24.42  0.316
C 5.49 -16.86 -26.78  -0.669
N 4.11 -16.83 -26.24  0.798
O 3.66 -15.70 -26.10  -0.470
O 3.53 -17.93 -26.08  -0.506
H 5.46 -16.62 -27.85  0.280
H 5.97 -17.80 -26.51  0.278
H 6.07 -16.19 -26.14  0.290
C 4.65 -10.34 -31.20  -0.702
N 5.48 -11.49 -30.66  0.851
O 5.93 -11.50 -29.49  -0.530
O 5.53 -12.42 -31.39  -0.492
H 5.28 -9.70 -31.81  0.270
H 4.19 -9.88 -30.33  0.302
H 3.79 -10.78 -31.71  0.303
C 2.15 -9.65 -23.67  -0.640
N 2.67 -8.59 -24.57  0.866
O 3.86 -8.55 -24.63  -0.510
O 1.96 -7.80 -25.15  -0.545
H 1.09 -9.44 -23.57  0.284
H 2.66 -9.44 -22.73  0.283
H 2.37 -10.59 -24.17  0.262



9.
Formula: C11H27N2O8P
Source: the Open Molecules 2025 dataset
Level of theory: wB97M-V/def2-TZVPD

Computed properties:
- SMILES: CCN[PH3]CON=O.CCOC(=O)OC.CCOC(=O)OC
- HOMO: -8.87 eV
- LUMO: -0.333 eV
- Total charge: 0

Last column: Mulliken charge in e.
Cartesian coordinates (Å):
C 2.37 -8.06 1.57  -0.943
C 3.62 -7.92 2.48  -0.550
N 4.43 -6.72 2.27  -0.483
P 3.77 -5.24 2.99  0.416
C 3.15 -3.60 3.80  -0.647
O 3.58 -2.40 3.12  -0.212
N 3.51 -2.50 1.74  0.160
O 2.43 -2.28 1.34  -0.225
H 1.77 -7.15 1.49  0.297
H 2.61 -8.40 0.56  0.291
H 1.71 -8.82 1.99  0.306
H 4.25 -8.78 2.25  0.301
H 3.31 -8.04 3.52  0.351
H 4.68 -6.61 1.30  0.279
H 2.64 -5.21 2.12  -0.079
H 3.74 -5.87 4.27  -0.009
H 4.99 -4.57 2.64  0.025
H 3.47 -3.53 4.84  0.443
H 2.05 -3.64 3.78  0.287
C -0.35 -0.46 1.77  -1.019
C 0.51 -0.06 0.58  -0.128
O -0.10 1.01 -0.15  -0.369
C 0.08 2.22 0.36  0.685
O 0.71 2.49 1.35  -0.562
O -0.55 3.10 -0.42  -0.204
C -0.49 4.45 0.05  -0.660
H -1.37 -0.68 1.44  0.296
H 0.06 -1.33 2.26  0.289
H -0.41 0.36 2.49  0.305
H 0.59 -0.90 -0.11  0.282
H 1.51 0.21 0.89  0.301
H 0.54 4.75 0.23  0.329
H -1.09 4.56 0.95  0.317
H -0.91 5.07 -0.73  0.136
C -5.84 6.87 -4.87  -1.097
C -5.04 7.12 -3.61  -0.185
O -4.60 5.89 -3.02  -0.363
C -3.52 5.36 -3.58  0.788
O -2.89 5.82 -4.49  -0.552
O -3.25 4.22 -2.95  -0.339
C -2.13 3.51 -3.48  -0.602
H -6.66 6.18 -4.68  0.293
H -6.25 7.81 -5.26  0.354
H -5.21 6.43 -5.65  0.311
H -5.67 7.60 -2.86  0.293
H -4.19 7.78 -3.79  0.309
H -1.25 4.15 -3.54  0.304
H -2.37 3.11 -4.46  0.335
H -1.92 2.69 -2.80  0.144



Which value of total charge does entry 8 give? 0